(1)
{
  "formula": "C3H8N3O",
  "method": "the ωB97M-V functional and the def2-TZVPD basis",
  "homo_energy_ev": -14.010,
  "charge": 1,
  "e_lumo_ev": -5.466,
  "e_above_lowest_ev": 2.776,
  "energy_ev": -9749.6876,
  "symbols": ["C", "C", "C", "N", "N", "N", "O", "H", "H", "H", "H", "H", "H", "H", "H"],
  "coordinates": [[0.7708, -0.7353, 0.5360], [-1.1010, -1.3190, -0.0454], [0.0055, -0.5778, -0.7349], [-0.1270, -1.5805, 1.0584], [0.1139, -0.1366, -1.8923], [0.5838, 2.1385, 0.7761], [1.8770, -0.5507, 0.8734], [-1.9303, -0.6711, 0.1655], [-1.6628, -2.1397, -0.4602], [-0.0930, -2.0781, 1.8549], [-0.6736, -0.2148, -2.6453], [0.9858, 0.3811, -2.1170], [0.6645, 2.7619, 0.0663], [0.9882, 2.6606, 1.6090], [-0.4018, 2.0616, 0.9555]],
  "forces_ev_per_angstrom": [[2.8, -1.3, 0.9], [-0.9, -0.7, 0.5], [-2.6, -1.1, 1.3], [-2.2, 2.7, -4.6], [-0.1, 1.2, -3.1], [0.4, -1.2, 3.6], [1.9, 1.1, 0.1], [-0.3, 1.0, 0.7], [0.7, -0.8, -0.6], [-0.2, -2.1, 3.3], [2.0, 0.1, 1.8], [-0.7, -0.3, -0.2], [0.3, 2.4, -2.8], [-0.6, -1.2, -1.2], [-0.5, 0.2, 0.3]]
}

=====

(2)
{
  "formula": "C19H20N2Nd",
  "method": "the ωB97M-V functional and the def2-TZVPD basis",
  "homo_energy_ev": [-1.915, -2.032],
  "s_squared": 3.7599,
  "multiplicity": 4,
  "charge": -1,
  "e_lumo_ev": [2.631, 2.616],
  "energy_ev": -38281.2175,
  "symbols": ["C", "C", "C", "C", "C", "Nd", "N", "C", "C", "H", "H", "H", "H", "H", "H", "H", "H", "H", "H", "C", "C", "C", "C", "C", "C", "N", "C", "C", "C", "C", "C", "C", "H", "H", "H", "H", "H", "H", "H", "H", "H", "H"],
  "coordinates": [[-2.2000, -0.9679, 0.3118], [-2.4241, 0.2734, -0.3805], [-2.4455, 1.3612, 0.6066], [-2.1798, 0.7513, 1.9333], [-2.0337, -0.6907, 1.7015], [0.0869, 0.2936, 0.6814], [0.7554, -1.4355, -0.8445], [1.0663, -0.9714, -2.4617], [0.2635, 0.1726, -2.5870], [-2.5706, 2.4137, 0.3952], [-2.7666, 0.3877, -1.3902], [-2.0207, 1.3079, 2.8383], [-1.7740, -1.3994, 2.4429], [-2.3250, -1.9298, -0.1483], [-0.7757, -0.0662, -2.9240], [0.6838, -1.9100, -2.9660], [1.5311, -2.1799, -0.4778], [0.7186, 1.2114, -2.6965], [2.1406, -0.9829, -2.1916], [1.9233, 1.3036, 5.9101], [0.9614, 0.5335, 5.2461], [1.0596, 0.3022, 3.8906], [2.1822, 0.8420, 3.1649], [3.1554, 1.6375, 3.8355], [3.0358, 1.8789, 5.2191], [2.1480, 0.7574, 1.7679], [3.3497, 0.6330, 1.0658], [3.4404, 1.2430, -0.2324], [4.6130, 1.0656, -0.9741], [5.6736, 0.2812, -0.4665], [5.5497, -0.3754, 0.7823], [4.3885, -0.1985, 1.5360], [1.8199, 1.5078, 6.9625], [0.1153, 0.0786, 5.7839], [0.3504, -0.3354, 3.3264], [3.9748, 2.0806, 3.2399], [3.7697, 2.4828, 5.7157], [2.5914, 1.8556, -0.5844], [4.6956, 1.5667, -1.9455], [6.5731, 0.1453, -1.0575], [6.3531, -0.9668, 1.1921], [4.2521, -0.6644, 2.5172]],
  "forces_ev_per_angstrom": [[-1.4, 1.8, 0.2], [-0.8, 0.4, 2.7], [0.6, -2.9, 1.1], [-0.7, -0.7, -3.0], [-0.8, 2.0, -0.7], [2.2, -1.3, -3.8], [1.7, -1.1, 1.6], [0.2, -3.5, 4.0], [-1.0, 3.2, -0.4], [0.0, 0.0, 0.0], [0.4, 0.0, -0.3], [0.0, -0.1, 0.3], [0.0, -0.7, 0.7], [0.5, -0.2, 0.0], [0.9, 0.9, 0.1], [0.8, 1.1, 0.0], [-1.9, 1.8, -1.0], [-0.8, -1.5, -0.3], [-0.3, 0.6, -1.6], [0.9, 0.6, -0.4], [-0.2, 0.0, 0.4], [1.4, 0.2, -1.0], [-0.8, 0.5, -0.5], [-0.2, -0.1, 0.7], [-1.6, -1.5, -1.2], [0.5, -0.1, 0.9], [-0.4, 0.1, -0.9], [0.5, -0.5, 1.1], [-0.1, -0.2, 0.4], [-0.5, -0.2, 0.3], [-0.7, 1.1, -0.6], [0.1, 0.4, -0.3], [-0.1, -0.1, 0.2], [0.5, 0.4, -0.1], [0.3, 0.4, 0.7], [-0.6, -0.3, 0.4], [0.1, 0.2, 0.3], [0.6, -0.4, 0.1], [0.1, -0.3, 0.3], [-0.1, 0.1, 0.0], [0.2, -0.2, -0.1], [0.2, 0.1, -0.4]]
}

=====

(3)
{
  "formula": "C27H54N4O5S",
  "method": "the ωB97M-V functional and the def2-TZVPD basis",
  "homo_energy_ev": [-8.928, -9.494],
  "s_squared": 2.0095,
  "multiplicity": 3,
  "e_lumo_ev": [-0.272, -0.272],
  "energy_ev": -55897.0991,
  "symbols": ["C", "C", "C", "C", "N", "C", "C", "C", "S", "C", "O", "O", "N", "C", "O", "H", "H", "H", "H", "H", "H", "H", "H", "H", "H", "H", "H", "H", "H", "H", "H", "H", "H", "C", "C", "C", "C", "C", "C", "N", "O", "C", "C", "C", "H", "H", "H", "H", "H", "H", "H", "H", "H", "H", "H", "H", "H", "H", "H", "H", "H", "H", "C", "C", "C", "C", "C", "C", "N", "O", "C", "C", "C", "H", "H", "H", "H", "H", "H", "H", "H", "H", "H", "H", "H", "H", "H", "H", "H", "H", "H"],
  "coordinates": [[-6.0057, 1.6883, 3.1383], [-5.2612, 0.6184, 2.1250], [-4.2057, 1.5092, 1.2131], [-3.5384, 0.5990, -0.0213], [-2.3366, 1.3775, -0.5091], [-1.5097, 0.6128, -1.5210], [0.0744, 1.1445, -1.4475], [0.8202, 0.0554, -0.4400], [2.6737, -0.2487, -0.7085], [3.1331, -0.4647, -2.5193], [3.1190, -1.5475, 0.0424], [3.5341, 0.9466, -0.1463], [0.0217, -1.2407, -0.4333], [-1.1980, -0.9833, -1.2969], [-1.9114, -2.0317, -1.7670], [-6.4520, 1.1784, 4.1124], [-6.7826, 2.3490, 2.5645], [-5.1530, 2.4220, 3.5151], [-6.0162, 0.0553, 1.3982], [-4.7205, -0.2466, 2.7434], [-3.2922, 1.7928, 1.9262], [-4.7735, 2.4476, 0.8028], [-3.2893, -0.4405, 0.4679], [-4.3987, 0.4728, -0.8139], [-2.7553, 2.2041, -1.0328], [-1.8713, 0.9242, -2.5912], [0.5136, 1.2745, -2.5447], [-0.0163, 2.2273, -0.9735], [0.8079, 0.6319, 0.5845], [3.5167, 0.5550, -2.9524], [2.2695, -0.9174, -3.1855], [4.0580, -1.2179, -2.5652], [0.5888, -1.9242, -0.9975], [-4.1103, -8.0100, 1.1994], [-5.1983, -6.9260, 1.4441], [-6.1411, -6.8328, 0.2118], [-5.5112, -6.1351, -0.9880], [-4.9397, -4.7752, -0.5953], [-3.9679, -4.8487, 0.6097], [-4.5361, -5.6172, 1.7685], [-5.4916, -4.7978, 2.3946], [-2.6267, -5.4870, 0.1591], [-3.5613, -3.3903, 1.0016], [-6.0319, -7.4954, 2.6406], [-4.4429, -9.0052, 1.5200], [-3.8446, -8.1158, 0.1454], [-3.1980, -7.7989, 1.7684], [-7.0551, -6.2882, 0.4840], [-6.4654, -7.8368, -0.0901], [-4.7319, -6.7618, -1.4341], [-6.2712, -5.9969, -1.7682], [-4.4314, -4.3388, -1.4654], [-5.7753, -4.1025, -0.3643], [-1.9555, -5.6404, 1.0124], [-2.0993, -4.8346, -0.5498], [-2.7445, -6.4382, -0.3574], [-4.4275, -2.7585, 1.2301], [-3.0337, -2.8943, 0.1788], [-2.8938, -3.3839, 1.8701], [-5.4174, -7.5785, 3.5452], [-6.4170, -8.4961, 2.4081], [-6.9100, -6.8828, 2.8740], [6.8834, 3.4076, -0.1066], [5.7955, 4.4917, 0.1381], [4.8526, 4.5848, -1.0942], [5.4825, 5.2825, -2.2940], [6.0540, 6.6424, -1.9013], [7.0259, 6.5690, -0.6963], [6.4576, 5.8005, 0.4625], [5.5021, 6.6199, 1.0886], [8.3670, 5.9306, -1.1469], [7.4325, 8.0274, -0.3043], [4.9618, 3.9222, 1.3347], [6.5508, 2.4124, 0.2141], [7.1492, 3.3018, -1.1606], [7.7957, 3.6188, 0.4624], [3.9386, 5.1295, -0.8220], [4.5283, 3.5808, -1.3961], [6.2618, 4.6558, -2.7401], [4.7226, 5.4208, -3.0742], [6.5624, 7.0789, -2.7714], [5.2185, 7.3151, -1.6703], [9.0382, 5.7773, -0.2936], [8.8944, 6.5830, -1.8558], [8.2492, 4.9795, -1.6634], [6.5662, 8.6592, -0.0759], [7.9600, 8.5233, -1.1272], [8.0999, 8.0337, 0.5642], [5.5764, 3.8392, 2.2392], [4.5767, 2.9216, 1.1021], [4.0838, 4.5349, 1.5681]],
  "forces_ev_per_angstrom": [[1.0, -0.1, 0.3], [-0.1, 0.2, -0.3], [0.6, -1.4, 0.5], [-1.8, 0.7, 1.7], [-1.0, -1.3, -1.1], [2.2, 0.6, -1.0], [-0.9, 0.8, -0.2], [-1.1, 2.1, 0.4], [5.5, -0.4, 4.2], [0.6, -0.4, -1.5], [-2.6, 3.7, -3.0], [-3.8, -3.3, -2.6], [-0.5, 2.0, -3.5], [-3.3, -4.8, -1.1], [4.5, 6.7, 2.7], [0.7, 1.1, -2.3], [1.3, -1.4, 1.2], [-1.8, -1.5, -0.7], [1.4, 1.3, 1.6], [-1.0, 2.1, -1.4], [-2.1, -0.3, -1.6], [1.2, -1.7, 0.8], [-0.1, 2.1, -1.3], [1.8, 0.0, 1.2], [0.9, -1.4, 0.9], [0.6, -1.5, 1.8], [-0.7, -0.6, 2.4], [0.6, -2.4, -0.8], [0.3, -1.7, -1.7], [-1.1, -1.9, 1.0], [1.6, 1.0, 1.6], [-2.2, 1.6, 0.6], [-0.8, 0.2, 1.2], [0.3, -0.1, -0.1], [-0.1, -1.9, 0.3], [0.0, 0.3, 0.0], [0.0, 0.0, -0.1], [-0.2, -0.2, 0.1], [1.7, 0.8, -0.8], [-4.2, 2.7, 0.6], [2.8, -2.2, -1.3], [0.1, -0.2, -0.1], [-0.6, -0.2, 0.4], [0.0, 0.8, 0.0], [-0.2, 0.3, 0.0], [0.1, 0.1, 0.1], [-0.2, 0.1, -0.1], [0.2, 0.0, 0.2], [0.2, 0.0, 0.3], [0.0, 0.0, 0.1], [0.1, 0.0, 0.1], [0.1, 0.0, 0.3], [0.1, 0.0, 0.2], [-0.2, 0.0, -0.1], [-0.3, 0.1, 0.2], [-0.1, 0.0, 0.1], [0.0, -0.3, 0.1], [-0.1, -0.5, 0.0], [-0.1, -0.1, -0.1], [-0.1, 0.1, -0.2], [0.3, 0.2, -0.2], [0.3, 0.1, 0.0], [0.3, -0.1, -0.1], [-0.1, -2.0, 0.3], [0.1, 0.3, 0.0], [0.0, 0.0, 0.0], [-0.3, -0.2, 0.1], [1.6, 0.8, -0.8], [-4.2, 2.7, 0.5], [2.8, -2.1, -1.3], [0.0, -0.2, -0.1], [-0.7, -0.2, 0.4], [0.0, 0.7, 0.0], [-0.2, 0.3, 0.0], [0.1, 0.1, 0.1], [-0.2, 0.1, -0.1], [0.2, 0.0, 0.2], [0.2, 0.0, 0.3], [0.0, 0.0, 0.1], [0.1, 0.0, 0.1], [0.1, 0.0, 0.3], [0.1, 0.0, 0.2], [-0.2, 0.0, -0.1], [-0.3, 0.0, 0.2], [0.0, 0.0, 0.1], [0.1, -0.3, 0.1], [-0.1, -0.4, 0.0], [-0.1, -0.1, -0.1], [0.0, 0.1, -0.2], [0.3, 0.2, -0.3], [0.3, 0.1, 0.0]]
}